Entry 1:
A molecular structure, C47H59N4O5RbSSi in a non-equilibrium geometry. Source: the OMol25 dataset; level of theory: wB97M-V/def2-TZVPD.

CARTESIAN COORDINATES (ANGSTROEM)
Rb (0.7479, -0.9095, -0.5551)
C (-1.3906, 3.7091, 2.0193)
C (-0.5340, 2.8636, 1.0698)
C (-1.3828, 2.4020, -0.1226)
C (0.6420, 3.6998, 0.5529)
O (-0.0657, 1.7051, 1.7197)
Si (0.6348, 1.5724, 3.2150)
S (1.5770, -0.2284, 3.3954)
O (1.6154, 2.9009, 3.2764)
C (2.4201, 3.3868, 4.3056)
C (3.7569, 3.7920, 3.6643)
C (1.7061, 4.6047, 4.9149)
C (2.6691, 2.3494, 5.3986)
O (-0.4686, 1.9682, 4.4010)
C (-1.4185, 1.1401, 5.0087)
C (-0.7548, 0.3554, 6.1475)
C (-2.0198, 0.1643, 3.9995)
C (-2.5049, 2.0630, 5.5876)
H (-1.7942, 4.5828, 1.5086)
H (-0.7848, 4.0313, 2.8594)
H (-2.2146, 3.1112, 2.4014)
H (-1.8381, 3.2578, -0.6191)
H (-2.1665, 1.7310, 0.2222)
H (-0.7427, 1.8731, -0.8287)
H (0.2940, 4.6660, 0.1883)
H (1.1461, 3.1690, -0.2541)
H (1.3442, 3.8475, 1.3651)
H (3.5759, 4.4679, 2.8316)
H (4.2431, 2.8987, 3.2806)
H (4.4098, 4.2783, 4.3872)
H (1.5559, 5.3657, 4.1516)
H (2.2750, 5.0302, 5.7399)
H (0.7337, 4.2779, 5.2763)
H (3.0408, 1.4332, 4.9472)
H (1.7317, 2.1119, 5.8927)
H (3.3854, 2.7283, 6.1262)
H (0.0441, -0.2551, 5.7323)
H (-1.4834, -0.2815, 6.6459)
H (-0.3223, 1.0425, 6.8755)
H (-1.2588, -0.5544, 3.7064)
H (-2.3229, 0.7000, 3.1038)
H (-2.8727, -0.3660, 4.4184)
H (-2.0484, 2.7894, 6.2607)
H (-3.2454, 1.4833, 6.1358)
H (-3.0014, 2.6059, 4.7848)
O (-6.1551, 0.0588, 3.2356)
C (-6.0988, -1.2869, 2.9441)
O (-6.9826, -2.0059, 3.3807)
C (-4.9791, -1.7312, 2.1416)
C (-4.1159, -0.8533, 1.4517)
C (-3.0441, -1.3249, 0.7529)
C (-2.7680, -2.7074, 0.6523)
C (-3.6395, -3.5891, 1.3403)
C (-4.6978, -3.1098, 2.0604)
N (-1.6700, -3.0603, -0.0360)
C (-1.4956, -4.2218, -0.5935)
C (-0.2960, -4.5509, -1.2800)
C (-0.2280, -5.7121, -2.0857)
C (0.9179, -5.9800, -2.7904)
C (1.9908, -5.0942, -2.6946)
C (1.8437, -3.9842, -1.8728)
N (0.7620, -3.7185, -1.1793)
H (-5.3365, 0.4842, 2.9495)
H (-4.2997, 0.2160, 1.4510)
H (-2.3711, -0.6468, 0.2448)
H (-3.4331, -4.6510, 1.3264)
H (-5.3366, -3.7827, 2.6149)
H (-2.3073, -4.9615, -0.6501)
H (-1.0870, -6.3655, -2.1505)
H (0.9942, -6.8647, -3.4141)
H (2.9082, -5.2694, -3.2374)
H (2.6541, -3.2723, -1.7698)
C (4.2687, -0.9640, 0.8954)
N (3.9629, -0.4596, -0.4276)
C (4.9359, -0.9297, -1.3866)
C (3.8943, 1.0002, -0.4339)
C (3.3808, 1.5149, -1.7560)
C (4.2832, 1.9534, -2.7216)
C (3.8424, 2.3460, -3.9744)
C (2.4902, 2.3110, -4.2634)
C (1.5893, 1.9150, -3.2834)
C (2.0126, 1.5154, -2.0239)
H (5.2583, -0.6243, 1.2557)
H (4.2740, -2.0544, 0.8696)
H (3.5106, -0.6460, 1.6118)
H (5.9592, -0.5655, -1.1668)
H (4.6518, -0.5897, -2.3805)
H (4.9542, -2.0195, -1.3836)
H (4.8930, 1.4354, -0.2246)
H (3.2134, 1.3012, 0.3648)
H (5.3479, 1.9777, -2.5009)
H (4.5556, 2.6617, -4.7289)
H (2.1421, 2.5924, -5.2509)
H (0.5312, 1.9106, -3.5267)
N (0.4602, -1.3816, -3.1961)
C (-0.3941, -1.3990, -4.0889)
C (-0.1108, -0.9715, -5.4935)
C (1.2171, -0.9320, -5.9158)
C (1.5402, -0.5102, -7.1900)
C (0.5409, -0.0927, -8.0568)
C (-0.7794, -0.1002, -7.6366)
C (-1.1059, -0.5452, -6.3669)
C (-1.7867, -1.8894, -3.8079)
C (-2.6590, -1.1579, -3.0083)
C (-3.9017, -1.6643, -2.6765)
C (-4.2844, -2.9183, -3.1254)
C (-3.4115, -3.6666, -3.8984)
C (-2.1722, -3.1552, -4.2375)
H (1.9753, -1.2327, -5.2088)
H (2.5735, -0.4992, -7.5152)
H (0.7895, 0.2420, -9.0569)
H (-1.5589, 0.2441, -8.3072)
H (-2.1397, -0.5534, -6.0443)
H (-2.3575, -0.1778, -2.6615)
H (-4.5785, -1.0855, -2.0609)
H (-5.2585, -3.3141, -2.8691)
H (-3.7007, -4.6536, -4.2410)
H (-1.4888, -3.7435, -4.8350)

The calculation puts the LUMO energy at 2.77 eV. For the HOMO-LUMO gap, the calculation gives 3.40 eV. The net charge is -2.

***

Entry 2:
A molecular structure, C47H60ClEuN4OP2S2 in a non-equilibrium geometry. Source: the OMol25 dataset; level of theory: wB97M-V/def2-TZVPD.

CARTESIAN COORDINATES (ANGSTROEM)
Eu (0.5346, 0.2556, -0.3944)
C (-5.9309, -2.9249, 0.7571)
C (-5.1350, -3.5659, -0.3879)
C (-5.9344, -3.4690, -1.6935)
C (-4.9159, -5.0467, -0.0665)
C (-3.8324, -2.8010, -0.5155)
C (-3.8310, -1.4750, -0.9585)
C (-2.6470, -0.7727, -1.0116)
N (-1.4608, -1.2756, -0.6760)
C (-1.4271, -2.5832, -0.3051)
C (-2.5990, -3.3358, -0.1907)
C (-0.1005, -3.1658, -0.1196)
C (0.0860, -4.5262, 0.1710)
C (1.3494, -5.0825, 0.2300)
C (2.4198, -4.2107, -0.0120)
C (2.1710, -2.8730, -0.2340)
N (0.9554, -2.3340, -0.2913)
C (1.6053, -6.5285, 0.6108)
C (2.3202, -6.5198, 1.9692)
C (2.4955, -7.2183, -0.4296)
C (0.3113, -7.3382, 0.7341)
H (-6.8703, -3.4489, 0.9142)
H (-6.1550, -1.8852, 0.5363)
H (-5.3554, -2.9612, 1.6794)
H (-6.8362, -4.0705, -1.6132)
H (-5.3468, -3.8373, -2.5314)
H (-6.2319, -2.4466, -1.9052)
H (-5.8782, -5.5514, -0.0102)
H (-4.4195, -5.1711, 0.8936)
H (-4.3270, -5.5333, -0.8418)
H (-4.7414, -0.9866, -1.2588)
H (-2.6447, 0.2439, -1.3895)
H (-2.5351, -4.3524, 0.1542)
H (-0.7800, -5.1378, 0.3556)
H (3.4401, -4.5546, -0.0124)
H (2.9908, -2.1717, -0.3270)
H (3.2653, -5.9890, 1.9053)
H (2.5169, -7.5379, 2.2946)
H (1.7065, -6.0267, 2.7196)
H (3.4703, -6.7471, -0.5001)
H (2.0271, -7.1972, -1.4107)
H (2.6442, -8.2569, -0.1446)
H (-0.3332, -6.9408, 1.5153)
H (0.5511, -8.3677, 0.9925)
H (-0.2322, -7.3472, -0.2093)
C (-0.2665, 3.9303, -2.0051)
C (1.1660, 3.4313, -1.8198)
P (1.5759, 3.3134, -0.0014)
C (3.3719, 2.8760, 0.0290)
C (4.2526, 2.7448, -1.0387)
C (5.5696, 2.3789, -0.8182)
C (6.0326, 2.1808, 0.4717)
C (5.1685, 2.3227, 1.5461)
C (3.8419, 2.6432, 1.3224)
C (1.8160, 5.1352, 0.2214)
C (2.9384, 5.7635, -0.3171)
C (3.0926, 7.1344, -0.2259)
C (2.1249, 7.9039, 0.3985)
C (1.0121, 7.2902, 0.9456)
C (0.8635, 5.9159, 0.8640)
C (-1.2516, 3.0314, -1.2610)
P (-1.1794, 3.3140, 0.6045)
C (-2.7901, 4.1947, 0.8170)
C (-3.2712, 5.0719, -0.1514)
C (-4.4392, 5.7814, 0.0568)
C (-5.1172, 5.6690, 1.2575)
C (-4.6148, 4.8467, 2.2532)
C (-3.4641, 4.1121, 2.0349)
C (-1.5135, 1.6283, 1.2238)
C (-2.8329, 1.1632, 1.0181)
C (-3.3858, 0.1229, 1.7129)
C (-2.6249, -0.4863, 2.7488)
C (-1.4393, 0.0154, 3.1327)
C (-0.7793, 1.1731, 2.4705)
H (-0.5124, 3.9328, -3.0719)
H (-0.3387, 4.9581, -1.6357)
H (1.8694, 4.1083, -2.3155)
H (1.2495, 2.4261, -2.2546)
H (3.9186, 2.9446, -2.0476)
H (6.2386, 2.2569, -1.6603)
H (7.0680, 1.9219, 0.6372)
H (5.5225, 2.1655, 2.5549)
H (3.1470, 2.6988, 2.1506)
H (3.7063, 5.1829, -0.8079)
H (3.9695, 7.6030, -0.6517)
H (2.2406, 8.9765, 0.4566)
H (0.2499, 7.8831, 1.4325)
H (-0.0091, 5.4511, 1.3011)
H (-0.9888, 1.9754, -1.4589)
H (-2.2713, 3.1926, -1.6182)
H (-2.7379, 5.2019, -1.0819)
H (-4.8167, 6.4289, -0.7219)
H (-6.0255, 6.2297, 1.4209)
H (-5.1234, 4.7795, 3.2047)
H (-3.0899, 3.4478, 2.8025)
H (-3.4320, 1.6659, 0.2648)
H (-4.3893, -0.2143, 1.5152)
H (-3.0473, -1.3383, 3.2650)
H (-0.8864, -0.4276, 3.9507)
H (-0.6055, 1.9910, 3.1830)
Cl (0.0269, 0.1388, -2.9600)
S (1.0072, 0.6301, 2.1506)
C (3.4965, -1.5478, -3.0935)
S (3.7113, 0.1798, -2.5155)
C (3.0220, 0.9199, -4.0487)
O (2.6617, 0.3593, -1.4698)
H (4.0994, -1.6958, -3.9802)
H (2.4417, -1.6975, -3.3025)
H (3.8216, -2.2244, -2.3117)
H (3.5366, 0.5042, -4.9062)
H (3.1550, 1.9954, -4.0347)
H (1.9581, 0.6858, -4.0671)
N (4.8451, -1.4395, 1.5894)
N (3.6750, -0.7343, 1.1491)
H (5.1145, -1.1655, 2.5368)
H (5.6083, -1.1837, 0.9694)
H (3.7821, 0.2815, 1.2176)
H (2.9146, -0.9850, 1.7802)

The spin multiplicity is 8. The calculation puts the LUMO energy (spin up / spin down) at 2.05 / 2.05 eV. For the HOMO-LUMO gap (spin up / spin down), the calculation gives 4.30 / 4.37 eV. The net charge is -1.

***

We obtain energy above the lowest of the compared OMol25 structures with the same formula, charge and spin values of 25.49 44.84 kcal per mole for the records listed above, in that order.